Record 1
24
Properties=species:S:1:pos:R:3:forces:R:3 method="wB97M-V/def2-TZVPD" max_force_ev_per_a=5.92 energy_ev=-13522.21349 s_squared=0.7502 gap_ev="2.530 / 9.528" multiplicity=2 charge=-1
C 0.2167 -3.4520 0.7453 -0.955 -2.224 -3.989
C 0.6134 -0.3605 2.6946 -2.448 2.177 -0.943
C 0.0901 -2.0126 1.0798 0.022 -1.980 3.799
O -0.5034 -1.1824 0.4581 -0.717 1.439 -2.101
N 0.5566 -1.7392 2.3363 0.851 -0.587 -0.060
H 0.1378 -4.3271 1.3700 -0.015 0.532 1.675
H 0.9498 -2.5048 2.9299 -0.346 1.052 -0.757
H 0.9190 0.2713 1.7861 -0.267 -0.900 1.325
H -0.5965 -3.8151 -0.0493 1.713 1.339 1.144
H 1.2125 -3.6234 0.2946 -0.396 0.236 -0.175
H -0.4578 0.0381 2.9809 1.782 -0.678 -0.558
H 1.2281 -0.0945 3.5202 0.807 -0.342 0.645
C -1.9570 2.2698 -0.7349 -1.215 1.232 -4.783
C 1.5945 1.0093 -1.6409 0.159 3.157 0.632
C 0.1549 1.6622 -1.8280 0.805 -0.312 1.772
O -0.0557 2.4542 -2.7277 -0.190 -0.260 0.160
N -0.7683 1.4164 -0.7876 -0.352 4.322 -4.036
H -0.6910 0.7075 -0.1684 0.667 -2.960 2.261
H -1.7828 3.2800 -1.3802 0.138 -2.347 1.714
H 2.3270 1.5702 -2.2938 -1.218 -1.344 -0.599
H -2.9278 1.8933 -1.3614 2.188 0.216 1.657
H -2.2621 2.5690 0.2262 -0.173 -0.048 1.343
H 2.1084 1.4939 -0.7212 -1.485 -1.706 -0.400
H 1.5139 -0.0690 -1.7145 0.644 -0.015 0.273

Record 2
51
Properties=species:S:1:pos:R:3:forces:R:3 method="wB97M-V/def2-TZVPD" max_force_ev_per_a=3.78 energy_ev=-78552.15064 gap_ev=7.553 charge=+2
Lu 0.4543 0.4016 -0.1379 1.097 -0.415 0.810
P 2.3863 -1.1951 0.5607 -1.318 -1.015 0.131
C 2.3310 -1.1465 -1.2687 0.640 1.381 -1.685
C 1.1093 -1.7140 -1.9731 -0.427 0.001 0.573
N -0.0808 -1.1883 -1.5799 -0.794 -0.694 -0.502
C -1.2670 -1.6128 -2.0974 0.017 0.243 0.220
C -1.2940 -2.6383 -3.0403 -0.136 0.253 0.021
C -0.0673 -3.1645 -3.4757 -0.570 0.203 0.361
C 1.1293 -2.6947 -2.9407 0.287 -0.071 -0.052
C -2.5515 -0.9153 -1.5797 0.497 -1.019 -0.500
P -2.2405 0.7111 -0.7321 -2.275 -0.773 -0.092
H 2.0998 -3.0630 -3.2432 -0.132 -0.241 -0.186
H -2.2770 -2.9784 -3.4203 0.902 0.122 0.148
H -0.0692 -3.9573 -4.2088 0.098 -0.019 -0.096
H -3.2416 -0.7685 -2.4379 0.332 -0.071 0.535
H -3.0717 -1.6002 -0.8667 0.417 0.479 -0.466
H 2.3616 0.0361 -1.5509 0.314 -2.978 0.470
H 3.2611 -1.5905 -1.6267 -0.129 -0.127 -0.277
H 0.0353 3.5658 -1.4539 0.460 0.308 0.619
O 1.6582 1.4961 -1.3237 -0.507 1.689 -0.218
H 2.2125 1.9247 -1.9899 -0.257 -0.051 0.368
H -0.3713 2.2835 -0.1685 -0.722 3.583 0.954
O -0.3325 3.4978 -0.5502 -1.284 -3.010 -0.080
H 0.0662 3.9922 0.1691 0.679 0.517 0.140
C -2.8147 1.8391 -2.0188 0.055 0.526 -0.574
H -3.8277 1.5922 -2.3518 0.156 -0.109 0.157
H -2.8289 2.8812 -1.6949 0.078 -0.065 0.099
H -2.1529 1.7557 -2.8820 0.029 0.085 -0.095
C -3.7309 0.7038 0.4022 0.246 0.200 0.608
H -3.5735 1.4449 1.2107 -0.152 -0.370 -0.395
H -4.6758 0.9611 -0.1279 0.822 -0.188 0.114
H -3.8592 -0.2926 0.8759 0.194 0.620 -0.273
C 2.1905 -2.9648 0.9273 0.208 0.023 0.195
H 3.1623 -3.4243 0.6535 -0.679 -0.176 0.318
H 1.9619 -3.0661 2.0075 0.264 -0.242 -0.645
H 1.3631 -3.3923 0.3238 0.513 0.215 0.408
C 4.0344 -0.7332 0.9862 0.480 0.083 0.200
H 4.0527 -0.4641 2.0418 0.202 -0.073 0.003
H 4.6698 -1.5917 0.7867 0.377 0.088 0.077
H 4.3437 0.1255 0.3971 0.114 0.085 -0.026
F -0.1674 1.9461 6.0524 0.203 -0.418 -1.752
C -0.0878 1.7017 4.7022 -0.089 0.648 0.729
C 0.8693 2.3604 3.9387 0.073 -0.166 -0.337
C 0.8672 2.1949 2.5367 0.349 0.555 1.111
C -0.1111 1.4416 1.8982 0.211 -0.033 -1.099
C -0.9516 0.6690 2.7130 -0.446 0.216 0.529
C -0.9835 0.8275 4.1128 0.054 -0.343 -0.511
H 1.5956 2.9949 4.4309 0.018 -0.052 -0.023
H 1.7093 2.6327 1.9854 -0.455 0.194 0.092
H -1.6007 -0.1108 2.3000 -0.155 0.423 -0.022
H -1.6943 0.2859 4.7289 0.140 -0.019 -0.085

Record 3
69
Properties=species:S:1:pos:R:3:forces:R:3 method="wB97M-V/def2-TZVPD" max_force_ev_per_a=1.06 energy_ev=-40728.85155 gap_ev=4.007 charge=-1
C 2.1002 -2.7924 -2.8869 0.382 -0.062 -0.082
C 1.7710 -2.6400 -4.3588 0.215 0.280 -0.285
O 2.1306 -3.4938 -5.1629 -0.403 -0.158 0.107
N 0.9973 -1.5603 -4.7320 -0.067 -0.557 0.902
C -0.1927 -1.9546 -5.4957 0.169 0.176 -0.421
C 0.9644 -0.3801 -3.8553 -0.642 -0.007 -0.451
C -0.1388 -0.4307 -2.7820 0.262 0.197 0.088
C -1.1457 0.7305 -2.7088 -0.284 -0.212 0.241
C -2.3709 0.5613 -3.5922 -0.030 0.173 -0.136
O -3.1593 -0.5835 -3.2588 -0.006 0.030 -0.118
C 0.9372 0.8088 -4.7428 0.022 -0.211 -0.174
O 1.4474 2.0474 -4.1046 0.219 0.010 0.525
N 2.6309 1.8217 -3.4552 -0.252 0.020 -0.356
O 2.8452 2.6897 -2.6750 0.122 0.144 0.053
H 1.1967 -2.6950 -2.2879 0.019 0.082 0.038
H 2.5190 -3.7890 -2.7465 0.016 0.001 -0.013
H 2.8191 -2.0425 -2.5585 -0.111 0.118 -0.021
H -0.0410 -1.8973 -6.5782 -0.012 0.062 -0.004
H -1.0011 -1.2717 -5.2273 0.009 -0.011 -0.052
H -0.5130 -2.9800 -5.2813 0.064 -0.007 0.054
H 0.3434 -0.4820 -1.7934 -0.131 -0.037 0.069
H -0.7145 -1.3702 -2.8353 0.098 -0.048 -0.055
H -0.6736 1.6905 -2.9320 0.056 -0.043 -0.059
H -1.5279 0.8116 -1.6872 0.079 -0.006 0.001
H -3.0452 1.4113 -3.4607 0.010 0.029 0.013
H -2.1008 0.5366 -4.6553 0.022 -0.061 0.023
H -2.6143 -1.3591 -3.4262 0.034 -0.031 0.080
H 1.5227 0.6038 -5.6420 0.079 -0.003 0.034
H -0.0466 1.1976 -5.0841 0.105 0.112 0.006
C 0.0126 -3.5556 2.3219 -0.060 -0.056 -0.166
C 0.7386 -3.7075 1.0059 0.050 0.036 0.041
O 0.2283 -4.2580 0.0602 -0.005 -0.036 0.009
C 2.1486 -3.1594 0.9392 -0.108 -0.122 -0.111
H -0.9818 -3.9872 2.2341 -0.005 0.014 0.020
H 0.5644 -4.0536 3.1198 0.003 0.059 0.007
H -0.0679 -2.5020 2.5940 0.044 -0.006 0.023
H 2.7615 -3.6489 1.6997 0.015 0.057 0.028
H 2.1522 -2.0860 1.1372 -0.012 -0.004 0.030
H 2.5605 -3.3483 -0.0490 0.022 0.041 0.005
C -2.7289 4.5583 0.0230 0.047 -0.023 -0.017
C -3.0671 3.1029 0.2315 -0.001 0.058 -0.049
O -2.2252 2.2399 0.1677 -0.080 0.000 0.121
C -4.5141 2.7750 0.5193 0.027 -0.053 -0.003
H -1.6662 4.6655 -0.1762 -0.003 0.004 0.001
H -3.3057 4.9570 -0.8142 -0.019 0.005 0.013
H -2.9879 5.1331 0.9141 -0.012 0.000 -0.003
H -5.1445 3.1180 -0.3034 0.000 0.019 0.007
H -4.8421 3.2932 1.4229 -0.005 0.017 -0.011
H -4.6291 1.7011 0.6422 -0.005 0.002 -0.002
C 0.5129 3.1348 4.4847 -0.037 0.079 0.013
C 0.0431 3.4469 3.0793 0.049 -0.029 0.029
O -0.4987 4.4985 2.8252 -0.039 -0.025 -0.004
C 0.2892 2.3856 2.0422 0.000 0.152 -0.082
H 0.2840 3.9651 5.1485 0.000 0.005 -0.006
H 0.0208 2.2297 4.8450 0.021 -0.014 -0.002
H 1.5894 2.9516 4.4829 -0.007 -0.040 0.003
H -0.2359 1.4683 2.3174 0.027 -0.022 0.003
H 1.3557 2.1578 1.9820 -0.003 -0.028 0.045
H -0.0730 2.7153 1.0738 0.012 -0.063 -0.018
C 0.7045 -0.5232 5.7548 -0.086 -0.068 -0.096
C 1.4076 -1.8594 5.7593 0.012 0.070 0.025
O 0.8948 -2.8438 5.2848 0.025 -0.035 0.099
C 2.7838 -1.8961 6.3789 0.000 -0.062 -0.022
H -0.2673 -0.6267 5.2772 -0.002 0.008 0.007
H 0.5740 -0.1545 6.7739 0.061 0.022 0.000
H 1.3017 0.2075 5.2064 0.032 0.016 0.052
H 2.7331 -1.5772 7.4218 0.002 0.022 -0.006
H 3.4469 -1.2030 5.8578 -0.006 0.017 0.010
H 3.1877 -2.9036 6.3211 0.004 0.004 0.002

Record 4
67
Properties=species:S:1:pos:R:3:forces:R:3 method="wB97M-V/def2-TZVPD" max_force_ev_per_a=1.56 energy_ev=-42311.52538 gap_ev=5.323 charge=+1
C -5.6073 0.4111 -1.2442 -0.207 0.105 -0.038
C -4.3766 -0.2640 -0.6866 -0.155 -0.256 -0.340
O -3.7601 0.5911 0.2925 0.433 -0.748 0.083
C -2.7444 -0.0262 0.9519 0.226 -0.278 0.068
C -2.0502 0.9110 1.8326 -0.312 -0.098 -0.162
C -1.3742 0.4481 2.9099 -0.579 0.536 0.431
N -0.7389 1.2351 3.8271 -0.225 -0.475 -0.167
C -0.2274 0.5382 5.0067 0.481 0.125 -0.370
C -0.0391 1.5011 6.1684 -0.023 0.207 0.038
O 0.6568 2.6832 5.7752 -0.099 -0.354 -0.390
C 0.1095 3.3901 4.6654 -0.234 0.198 0.192
C -0.1553 2.5160 3.4346 0.482 -0.267 0.256
O -2.4594 -1.2128 0.7934 -0.211 0.971 0.109
H -6.0296 -0.2008 -2.0495 0.138 0.058 0.116
H -6.3892 0.5168 -0.4848 0.201 0.075 -0.065
H -5.3737 1.3968 -1.6615 -0.031 -0.157 0.129
H -4.6222 -1.2331 -0.2236 0.126 0.378 -0.193
H -3.6342 -0.4346 -1.4831 -0.219 -0.084 0.218
H -2.3054 1.9662 1.7143 0.358 -0.354 -0.099
H -1.4702 -0.6067 3.2041 0.291 0.339 -0.438
H -0.9698 -0.2305 5.2496 0.315 0.125 0.195
H 0.7376 0.0466 4.7661 -0.257 0.144 0.132
H -1.0235 1.7376 6.6179 0.370 0.087 -0.152
H 0.6149 1.0370 6.9208 -0.409 0.137 -0.118
H -0.8251 3.9107 4.9502 0.292 -0.232 0.069
H 0.8769 4.1413 4.4237 -0.433 -0.164 0.014
H 0.8096 2.3561 2.9060 -0.389 -0.112 0.114
H -0.8408 3.0203 2.7452 0.247 -0.003 0.258
C 5.3210 -2.6360 3.3713 0.000 -0.098 -0.087
O 4.2683 -3.5682 3.0482 -0.868 0.184 -1.287
C 3.4128 -3.3202 2.0270 0.019 0.413 0.759
C 2.3321 -4.2375 1.8685 0.498 0.026 0.497
C 1.3022 -3.9340 1.0233 0.062 -0.032 -0.129
C 1.2946 -2.7367 0.2375 -0.052 -0.258 -0.023
C 0.1553 -2.4943 -0.5587 0.787 -0.253 -0.061
C -0.1130 -1.3829 -1.3985 -0.356 0.557 -0.360
C -0.9478 -1.6218 -2.5239 -0.100 0.059 0.290
C -1.2766 -0.6185 -3.4104 0.363 0.297 0.228
C -0.7312 0.6569 -3.1915 -0.106 0.610 -0.919
O -1.0627 1.6805 -4.0845 0.230 -0.704 0.883
C -0.1853 1.8408 -5.1684 0.253 -0.328 -0.253
C -0.6737 1.5013 -6.4318 0.403 0.007 0.356
C 0.1887 1.5822 -7.5229 0.145 0.256 0.061
C 1.5001 2.0433 -7.3498 -0.083 0.076 0.180
C 1.9583 2.4088 -6.0764 -0.208 -0.088 -0.074
C 1.1225 2.2877 -4.9626 -0.378 -0.128 -0.384
C 0.1127 0.9395 -2.1095 -0.184 -0.321 0.106
C 0.3779 -0.0652 -1.1906 0.200 -0.175 -0.271
C 2.4753 -1.9274 0.2755 -0.076 -0.040 0.206
C 3.4889 -2.1736 1.1813 0.013 -0.123 0.220
H 5.8426 -3.1082 4.2064 -0.067 0.191 -0.202
H 6.0065 -2.5102 2.5245 -0.151 -0.050 0.183
H 4.9123 -1.6662 3.6834 0.011 -0.262 -0.106
H 2.3321 -5.1351 2.4980 -0.042 0.394 -0.347
H 0.4654 -4.6258 0.9207 0.147 0.221 0.152
H -0.5711 -3.3168 -0.6243 0.283 0.354 0.129
H -1.3150 -2.6292 -2.6914 -0.070 0.098 0.057
H -1.9243 -0.7950 -4.2669 0.194 0.078 0.194
H -1.7001 1.1486 -6.5246 0.253 0.124 -0.020
H -0.1772 1.3045 -8.5123 0.174 0.090 0.265
H 2.1658 2.1347 -8.2110 -0.238 -0.051 0.301
H 2.9672 2.8004 -5.9408 -0.254 -0.184 -0.104
H 1.4640 2.5252 -3.9541 -0.052 0.036 -0.406
H 0.5385 1.9399 -2.0179 -0.314 -0.329 0.162
H 0.9731 0.1538 -0.3075 -0.251 0.029 -0.146
H 2.5831 -1.1161 -0.4418 0.005 -0.136 0.301
H 4.3278 -1.4745 1.2842 -0.362 -0.441 -0.245